137
Properties=species:S:1:pos:R:3:forces:R:3 method="wB97M-V/def2-TZVPD" mol_weight_g_mol=1253.36 orbital_gap_ev=9.3562 total_charge=0 e_tot_ev=-164523.6249
C 1.457588 -2.567804 2.364191 0.02 -0.06 -0.10
C 0.791455 -1.975075 3.163495 0.07 1.58 -0.53
C 0.115231 -0.871464 3.899892 -0.25 -1.12 0.67
O -1.126890 -0.449728 3.321594 0.89 -0.04 -0.23
C -1.161215 0.497166 2.295954 -2.36 0.19 -0.41
C -2.578582 0.310950 1.627046 -0.29 -0.52 0.21
C -3.688454 -0.094295 2.635292 -0.53 -0.87 -1.20
C -4.114417 -1.620999 2.481778 -0.12 0.82 0.97
C -3.678901 -2.556864 3.669982 -0.63 0.71 -1.86
S -2.542151 -3.893208 3.221532 0.35 -0.57 3.00
O -3.228669 -5.139810 3.385289 -0.61 -0.20 -1.35
O -1.421762 -3.783807 4.112169 0.57 0.66 -0.46
Cl -1.790379 -3.696811 1.328826 -0.52 0.04 0.16
C -1.179922 2.022486 2.741606 0.81 0.15 -0.61
O -2.124741 2.269621 3.739809 0.24 -0.41 0.05
C -1.618512 2.140152 5.062477 -0.49 0.35 0.11
S -0.007318 0.327871 0.892413 0.70 0.32 -0.75
O -0.433908 1.273930 -0.080508 -0.70 0.13 -0.35
O 1.371440 0.369753 1.221098 0.28 -0.40 0.62
F -0.276927 -1.104876 0.239553 -0.11 0.71 0.71
P 1.384699 0.382340 4.457820 2.24 -1.06 0.67
O 2.616226 -0.367497 4.819138 -0.10 -0.16 0.01
H 2.055608 -3.000079 1.593161 -0.09 -0.22 0.25
H -0.175742 -1.363615 4.846645 -0.11 0.52 -0.07
H -2.905937 1.220027 1.113241 0.60 -0.34 0.32
H -2.543786 -0.475021 0.857301 0.18 0.21 0.24
H -3.491513 0.188661 3.659686 0.37 -0.10 -0.25
H -4.587215 0.476627 2.347915 0.33 -0.04 0.04
H -5.210311 -1.643147 2.469568 0.27 -0.09 -0.04
H -3.796473 -1.978025 1.496802 0.04 -0.11 0.34
H -3.264243 -1.970588 4.481191 0.77 -0.44 -0.34
H -4.569729 -3.041697 4.088857 0.38 -0.34 -0.33
H -0.179765 2.419928 2.986869 -0.19 -0.19 0.26
H -1.515527 2.576330 1.857015 0.16 -0.17 0.18
H -2.434577 2.440886 5.732256 0.23 -0.02 -0.18
H -1.360126 1.103848 5.314482 0.11 0.24 -0.13
H -0.781220 2.843017 5.187880 -0.01 -0.37 0.16
H 0.950279 1.008669 5.656427 -0.67 0.22 -0.73
H 1.734926 1.330872 3.486627 -1.01 0.07 0.00
C 1.767196 1.270011 -2.604865 -0.04 -0.23 0.20
N 1.818123 1.264543 -4.091327 0.02 -0.13 0.24
O 1.364389 0.299521 -4.673867 0.08 0.06 -0.13
O 2.315271 2.235269 -4.624384 0.03 -0.06 -0.17
H 1.301525 0.351224 -2.266986 -0.04 0.01 -0.11
H 2.791548 1.336886 -2.245858 -0.02 0.19 0.00
H 1.182503 2.132382 -2.296583 0.10 0.04 0.00
C 0.096826 4.106838 -5.506553 0.05 -0.12 0.13
N -0.897911 5.168329 -5.199829 0.11 -0.18 0.00
O -1.021246 5.509412 -4.039241 -0.10 0.07 -0.03
O -1.522275 5.625196 -6.134109 -0.04 0.08 0.05
H 0.572162 3.800273 -4.584307 -0.06 0.13 0.03
H -0.440675 3.277814 -5.960761 0.00 0.08 -0.11
H 0.829777 4.524164 -6.193848 -0.20 -0.02 0.04
C 5.539550 -0.788463 -3.321363 0.01 0.12 -0.38
N 5.184965 -0.069885 -2.067882 0.16 -0.02 -0.48
O 5.288627 1.143924 -2.071721 -0.18 -0.11 0.34
O 4.815025 -0.746082 -1.129709 0.02 0.19 0.16
H 5.849634 -0.065585 -4.067508 -0.09 -0.08 0.18
H 6.352751 -1.469174 -3.086084 -0.16 -0.12 -0.06
H 4.655851 -1.329048 -3.651742 0.04 -0.15 0.21
C -5.872873 -7.167694 2.953603 0.15 -0.06 0.15
N -6.933768 -6.128303 2.863836 0.17 -0.15 0.10
O -7.027123 -5.333991 3.782417 -0.11 0.08 -0.03
O -7.636938 -6.141629 1.878325 -0.05 0.10 0.03
H -5.327788 -7.031973 3.879960 -0.03 0.10 -0.04
H -6.362926 -8.137184 2.931246 -0.02 0.04 -0.14
H -5.216308 -7.039308 2.099278 -0.05 -0.06 -0.02
C 8.345549 -1.678000 0.033701 -0.06 -0.13 0.18
N 8.388515 -1.694313 -1.453767 0.03 -0.12 0.20
O 7.932213 -2.666403 -2.018190 0.07 0.11 -0.07
O 8.877701 -0.726023 -2.001036 -0.09 0.01 -0.06
H 7.885186 -2.597556 0.376610 -0.01 0.01 -0.10
H 9.369300 -1.599376 0.388887 -0.02 0.12 -0.04
H 7.757907 -0.814573 0.333813 0.08 0.04 -0.03
C -8.443297 -5.973711 6.871138 0.21 0.17 -0.15
N -8.501164 -7.429583 7.173906 0.05 0.08 -0.05
O -7.650149 -8.140096 6.679524 -0.04 -0.06 0.03
O -9.399760 -7.803955 7.896911 0.02 -0.04 0.00
H -7.597117 -5.787023 6.218602 -0.04 -0.08 -0.03
H -9.374711 -5.704120 6.381615 -0.03 0.00 0.10
H -8.329412 -5.447853 7.815098 -0.15 -0.05 0.02
C 3.304920 -1.987337 -7.076899 -0.16 0.09 -0.11
N 4.699826 -1.760519 -6.610608 -0.08 0.02 -0.12
O 5.181158 -0.662298 -6.804289 0.07 -0.13 0.13
O 5.254630 -2.695722 -6.067786 -0.02 0.23 -0.01
H 2.940723 -1.075533 -7.536106 0.07 0.01 0.05
H 3.329348 -2.801506 -7.795803 0.01 -0.07 0.11
H 2.707267 -2.248474 -6.207895 0.04 -0.09 -0.03
C -1.137236 -8.157551 3.484034 -0.07 0.24 0.17
N -1.990698 -8.882886 2.502654 0.10 0.12 0.13
O -3.092544 -8.426173 2.279595 -0.09 -0.13 -0.10
O -1.522899 -9.878695 1.994638 -0.06 0.01 -0.03
H -1.685430 -7.294416 3.848753 -0.04 -0.03 -0.10
H -0.912410 -8.847180 4.292855 0.09 -0.05 -0.10
H -0.232411 -7.851907 2.966443 0.03 -0.12 0.02
C -6.412742 0.560317 5.946302 0.08 0.22 0.10
N -5.732758 -0.525320 5.190454 0.02 0.27 0.28
O -4.514379 -0.559256 5.223345 -0.76 0.18 0.76
O -6.440665 -1.302999 4.592137 0.06 -0.08 0.00
H -5.658255 1.173110 6.426799 0.04 -0.07 -0.05
H -6.989856 1.142480 5.233030 -0.07 -0.10 0.01
H -7.058390 0.089810 6.682435 -0.07 -0.02 -0.11
C -3.608260 3.514903 -1.629049 0.20 0.15 0.06
N -4.422491 2.675274 -0.707359 0.12 0.14 -0.06
O -4.090873 2.639359 0.464445 -0.28 0.22 -0.14
O -5.360876 2.082521 -1.187318 -0.01 -0.06 0.07
H -2.809478 3.979584 -1.061925 -0.04 -0.05 0.04
H -3.207977 2.860307 -2.397993 -0.11 0.01 -0.04
H -4.267804 4.264638 -2.056702 -0.03 -0.10 -0.07
C -0.480659 8.667708 -6.518541 -0.13 -0.10 -0.12
N -0.158711 10.059892 -6.102003 -0.05 -0.06 -0.09
O -0.744143 10.964159 -6.660518 0.05 0.05 0.06
O 0.671839 10.191627 -5.227456 -0.01 0.04 0.00
H -1.231178 8.702850 -7.299748 0.01 0.07 0.03
H 0.437284 8.214699 -6.883648 0.01 -0.02 0.12
H -0.856798 8.142767 -5.645098 0.10 -0.01 0.01
C 3.539415 3.104746 -8.075521 0.19 0.00 0.18
N 2.489791 4.138855 -8.293277 0.22 -0.11 0.02
O 2.386339 5.018791 -7.457316 0.01 0.06 -0.15
O 1.808933 4.032339 -9.287262 -0.07 0.06 0.05
H 4.062108 3.329053 -7.152567 -0.08 0.03 0.00
H 3.040749 2.141856 -8.013434 0.00 0.02 -0.09
H 4.215847 3.142569 -8.924734 -0.10 -0.06 -0.05
C 8.930353 2.461530 -3.331508 -0.06 0.02 0.26
N 8.381905 1.878003 -4.584861 0.05 -0.01 0.11
O 7.313583 1.306837 -4.512827 0.16 0.17 -0.21
O 9.043405 2.014766 -5.589899 -0.05 0.00 -0.02
H 8.234767 2.260811 -2.523848 -0.03 -0.06 -0.09
H 9.889806 1.988204 -3.144207 0.02 0.06 -0.08
H 9.043650 3.530156 -3.491686 0.10 -0.04 -0.07
C 4.435508 4.027347 2.832097 0.20 -0.19 0.03
N 3.041247 4.116494 3.343081 0.14 -0.02 -0.01
O 2.646306 3.213449 4.056751 -0.04 0.25 0.03
O 2.393429 5.083123 3.011626 -0.07 -0.04 0.02
H 4.884546 3.115088 3.209574 -0.10 0.00 0.03
H 4.384828 4.015538 1.746867 -0.02 0.12 0.02
H 4.970577 4.902110 3.190683 -0.07 0.06 -0.10